72
Properties=species:S:1:pos:R:3:forces:R:3:mulliken_charge:R:1 method="wB97M-V/def2-TZVPD" e_tot_ev=-71514.1398 total_charge=0 largest_force_ev_per_a=2.6 homo_ev="-5.352 / -7.286" relative_energy_kj_mol=0.0 spin_multiplicity=3
C -1.2043 -0.3792 1.7410 -0.7016 -0.3062 0.2481 -0.429
C -2.0922 0.2067 0.7943 0.0685 -0.5078 0.4917 -0.337
C -2.2042 -0.6870 -0.3182 -0.1105 -0.6126 0.0358 -0.813
H -2.6509 1.1340 0.9254 0.2542 -0.2303 -0.0857 0.564
C -1.3844 -1.8276 -0.0496 -0.4919 -0.0447 0.0060 -0.840
C -0.7628 -1.6317 1.2214 -0.5469 0.1914 0.0877 -0.396
H -0.1143 -2.3476 1.7236 -0.0921 0.3311 -0.2063 0.403
H -0.9746 0.0220 2.7278 0.0444 -0.0723 -0.3866 0.471
H -2.8429 -0.5621 -1.1894 0.2006 -0.0796 0.2662 0.618
H -1.2932 -2.7021 -0.6896 -0.0174 0.2815 0.2162 0.518
Pd -0.0061 -0.0357 -0.3975 -0.1638 -0.3388 -0.2031 0.575
Si 3.1591 0.3938 -8.4181 0.9193 0.1544 -0.8440 0.346
C 2.2851 1.8900 -9.0650 -0.3017 0.5648 0.2082 0.324
C 2.7479 2.6769 -10.1377 -0.4694 0.0921 0.1985 -0.407
H 3.6707 2.4033 -10.6557 -0.2820 0.0940 0.1673 0.341
C 2.0235 3.8069 -10.5434 -0.0619 -0.1250 0.1604 -0.500
H 2.3762 4.4171 -11.3807 -0.0997 -0.2353 0.3215 0.349
C 0.8415 4.1612 -9.8785 0.1051 -0.3255 0.1363 -0.495
H 0.2779 5.0435 -10.1910 0.1962 -0.2910 0.0769 0.364
C 0.3768 3.3800 -8.8111 0.1542 -0.0820 -0.0744 -0.540
H -0.5542 3.6379 -8.2987 0.3183 -0.0154 -0.2036 0.380
C 1.1028 2.2549 -8.4006 -0.1202 0.4958 -0.4125 -0.266
H 0.7467 1.6536 -7.5572 0.0435 0.2126 -0.2664 0.485
C 2.3497 -1.1391 -9.0599 -0.3935 -0.7179 -0.1029 0.487
C 1.1740 -1.0989 -9.8317 -0.0296 -0.4286 0.2405 -0.044
H 0.7566 -0.1377 -10.1492 0.1166 -0.3318 0.2032 0.349
C 0.5109 -2.2869 -10.1751 0.2734 0.0045 0.0454 -0.627
H -0.4290 -2.2406 -10.7325 0.3570 -0.0446 0.1484 0.353
C 1.0438 -3.5244 -9.7936 0.1376 0.3613 0.1178 -0.425
H 0.5210 -4.4479 -10.0491 0.1590 0.2731 0.0732 0.373
C 2.2496 -3.5753 -9.0789 -0.0015 0.1638 -0.0963 -0.558
H 2.6705 -4.5418 -8.7883 -0.1310 0.3307 -0.1264 0.353
C 2.9056 -2.3912 -8.7261 -0.5466 -0.0290 -0.1345 -0.570
H 3.8477 -2.4278 -8.1704 -0.3340 -0.0771 -0.1084 0.305
H 3.3495 0.4201 -6.9628 -0.2382 -0.0534 0.2246 -0.150
Si 0.2087 0.1828 -2.6968 -1.0009 -0.5456 1.5396 0.130
C -0.4461 -1.4037 -3.4342 0.0635 0.0583 -0.5213 0.980
C -1.5444 -1.4089 -4.3074 0.1625 -0.4763 -0.0827 -0.205
H -2.0202 -0.4651 -4.5933 0.1875 -0.3392 0.0264 0.343
C -2.0194 -2.6199 -4.8288 0.0592 0.0353 0.1705 -0.618
H -2.8504 -2.6129 -5.5347 0.1610 -0.0418 0.1944 0.384
C -1.4209 -3.8290 -4.4622 0.0666 0.2451 0.0013 -0.504
H -1.7829 -4.7703 -4.8816 0.0968 0.2954 0.1335 0.375
C -0.3462 -3.8286 -3.5660 0.0240 0.3296 0.0607 -0.476
H 0.1327 -4.7658 -3.2840 -0.1525 0.1756 -0.0393 0.392
C 0.1296 -2.6214 -3.0404 -0.1937 -0.3876 -0.4790 -0.878
H 0.9613 -2.6294 -2.3278 -0.2650 0.0398 -0.2595 0.294
C -0.8879 1.5949 -3.2807 0.4979 0.2108 -0.6244 0.515
C -2.1097 1.9399 -2.6802 -0.1066 0.2541 -0.3509 -0.288
H -2.4206 1.4676 -1.7444 0.1456 0.1009 -0.3661 0.287
C -2.9540 2.8824 -3.2864 0.2342 -0.1175 0.0447 -0.656
H -3.9168 3.1180 -2.8297 0.2584 -0.0361 -0.1122 0.409
C -2.5730 3.5090 -4.4758 0.2312 -0.1884 0.0156 -0.601
H -3.2396 4.2264 -4.9599 0.2214 -0.2084 0.1750 0.361
C -1.3295 3.2085 -5.0455 0.0368 -0.0498 0.1247 -0.354
H -1.0107 3.7004 -5.9638 -0.1086 -0.0368 0.1989 0.329
C -0.4870 2.2652 -4.4474 -0.6445 0.3493 -0.0267 -0.767
H 0.4869 2.0361 -4.8864 -0.2920 0.0804 0.0163 0.423
H 4.5092 0.4287 -9.0266 0.1899 0.0004 0.0859 -0.217
Cl 2.2047 0.5087 -3.1050 0.6273 0.2653 -0.7714 -0.412
C 3.0479 0.4290 3.4407 0.1730 0.2946 0.2451 -0.607
O 2.5650 1.5730 2.6927 -0.3621 -0.5107 -0.1622 -0.449
C 1.7861 1.2366 1.6536 0.3498 -2.1964 -0.4779 0.820
O 1.6836 0.0771 1.2105 0.8624 2.1970 1.2007 -0.568
N 1.1288 2.3117 1.1710 -0.2982 0.2567 -0.4470 -0.397
N 0.2988 2.1011 0.0293 0.6658 2.1339 0.3492 -0.292
H 2.2116 -0.0721 3.9566 0.3465 0.1597 -0.3795 0.273
H 3.7176 0.8775 4.1776 -0.0783 -0.2201 -0.1048 0.243
H 3.5926 -0.2600 2.7867 -0.2507 0.1522 0.1876 0.262
H 1.4668 3.2362 1.4312 -0.2964 -0.3446 -0.1790 0.272
H 0.7244 2.5530 -0.7878 -0.1186 -0.2140 0.2556 0.310
H -0.5965 2.5696 0.2042 0.2924 -0.3236 -0.0651 0.327